{
  "formula": "C26H36AsCl3CrN6O5",
  "method": "ωB97M-V/def2-TZVPD",
  "species": ["Cr", "N", "C", "C", "C", "C", "N", "C", "N", "N", "C", "O", "O", "H", "H", "H", "H", "H", "H", "H", "H", "H", "H", "H", "H", "H", "H", "C", "As", "C", "C", "C", "C", "C", "C", "C", "C", "H", "H", "H", "H", "H", "H", "H", "H", "H", "H", "H", "H", "H", "N", "C", "N", "C", "C", "C", "C", "C", "C", "H", "H", "H", "H", "H", "H", "Cl", "C", "Cl", "Cl", "C", "O", "O", "C", "C", "O", "H", "H", "H"],
  "xyz": [[-1.03172, 0.61226, -1.37704], [1.31383, 2.35366, 0.83121], [2.48973, 2.09387, 0.00017], [3.34679, 3.36916, -0.16461], [4.38016, 3.45631, -1.29618], [5.57937, 2.46973, -1.32447], [5.85194, 1.70280, -0.10075], [5.68744, 0.38974, 0.06863], [5.06568, -0.34817, -0.82624], [6.17356, -0.17144, 1.19345], [2.02213, 1.49415, -1.35263], [2.88013, 1.17001, -2.19094], [0.78341, 1.39866, -1.53681], [0.62022, 2.84278, 0.27527], [1.56396, 2.95996, 1.60602], [3.08376, 1.32447, 0.50321], [3.84419, 3.57028, 0.78951], [2.64125, 4.18628, -0.33514], [4.78948, 4.46702, -1.25451], [3.84732, 3.36287, -2.24069], [6.48323, 3.04478, -1.52427], [5.45292, 1.76592, -2.14066], [6.31234, 2.20236, 0.64162], [4.33349, 0.10293, -1.44202], [4.97035, -1.33724, -0.66526], [6.81251, 0.32760, 1.78660], [6.12124, -1.16665, 1.31551], [-1.27034, 0.24291, 2.47164], [-0.49550, -0.46318, 0.82638], [1.23306, -1.00540, 1.58568], [-1.24198, -2.31495, 0.79135], [-1.37944, -2.98877, 2.12150], [-0.41087, -3.87287, 2.59051], [-0.57127, -4.52016, 3.80710], [-1.71019, -4.30167, 4.56655], [-2.68076, -3.42144, 4.10972], [-2.51737, -2.77011, 2.89767], [-0.93684, -0.33433, 3.33173], [-2.35564, 0.21145, 2.41584], [-0.95118, 1.27884, 2.57491], [1.02866, -1.72825, 2.37335], [1.73638, -0.14229, 2.00563], [1.85752, -1.46661, 0.81930], [-0.56609, -2.87544, 0.14058], [-2.21643, -2.27830, 0.31054], [0.46166, -4.08166, 1.98149], [0.19010, -5.20522, 4.15645], [-1.84082, -4.81674, 5.50856], [-3.57341, -3.24736, 4.69622], [-3.28827, -2.09872, 2.53251], [-4.07823, -2.21903, -1.79044], [-2.94402, -1.55985, -2.08402], [-2.76434, -0.50053, -1.32418], [-3.87179, -0.45387, -0.47068], [-4.22766, 0.43662, 0.54217], [-5.39728, 0.18940, 1.23204], [-6.20444, -0.91944, 0.94621], [-5.87168, -1.80841, -0.05391], [-4.70350, -1.54638, -0.75890], [-4.42390, -3.03463, -2.26595], [-2.24984, -1.90651, -2.83162], [-3.63076, 1.31043, 0.74233], [-5.70891, 0.87162, 2.01154], [-7.10916, -1.07836, 1.51681], [-6.48849, -2.66623, -0.28585], [-1.57737, 1.06171, -6.20452], [-0.82804, -0.27066, -5.33481], [0.82193, -0.52325, -5.89817], [-1.77737, -1.75418, -5.60427], [-0.81901, -0.02377, -3.80289], [-1.41241, 0.99342, -3.36652], [-0.28769, -0.87737, -3.07250], [-1.02826, 3.72313, -1.75029], [-1.78456, 2.50053, -1.29149], [-2.96872, 2.51773, -1.08265], [-1.65427, 4.26889, -2.45666], [-0.09042, 3.45570, -2.22558], [-0.83949, 4.36942, -0.88937]],
  "forces_ev_per_a": [[0.840, 0.330, -1.431], [0.096, -0.088, 0.263], [-0.291, 0.124, -0.214], [0.194, -0.236, -0.271], [0.005, -0.073, 0.185], [-0.313, 0.197, -0.131], [-0.210, -0.117, -0.001], [0.399, 0.731, 0.495], [-1.235, 0.249, -0.974], [-0.043, -0.056, -0.185], [0.734, -0.115, -0.109], [0.327, -0.281, 0.650], [-0.586, -0.070, 0.018], [0.016, -0.028, 0.015], [-0.028, -0.025, 0.005], [0.039, -0.098, -0.092], [-0.125, 0.015, 0.079], [0.064, 0.070, 0.054], [-0.027, 0.026, -0.021], [0.172, -0.015, -0.062], [0.045, -0.120, -0.054], [0.001, -0.075, 0.015], [-0.022, -0.050, 0.087], [0.615, -0.241, 0.396], [0.001, 0.027, -0.016], [0.059, 0.000, -0.049], [-0.029, -0.024, 0.069], [-0.050, 0.172, -0.171], [0.130, -0.897, 1.480], [-0.043, 0.213, -0.432], [-0.008, 0.091, -0.039], [0.002, -0.011, -0.014], [-0.036, 0.016, -0.014], [0.013, -0.021, 0.014], [0.063, 0.034, 0.051], [-0.061, 0.034, 0.002], [0.036, -0.027, -0.031], [0.034, -0.066, -0.063], [0.002, -0.014, 0.009], [0.036, -0.004, -0.004], [-0.042, 0.017, -0.016], [0.027, 0.164, -0.016], [-0.018, 0.022, 0.001], [-0.033, 0.037, -0.036], [0.040, 0.059, -0.027], [0.012, 0.015, 0.005], [-0.011, -0.027, -0.009], [-0.009, 0.005, 0.011], [-0.010, -0.010, 0.001], [-0.016, -0.005, 0.010], [-0.007, 0.062, -0.001], [0.025, -0.113, -0.005], [-0.421, -0.147, 0.028], [-0.277, -0.240, -0.027], [0.002, -0.002, -0.024], [0.074, 0.020, 0.054], [-0.039, -0.098, -0.041], [-0.047, -0.043, -0.076], [0.157, 0.267, 0.227], [0.067, -0.020, -0.044], [-0.005, 0.033, -0.037], [0.012, 0.035, 0.028], [0.030, 0.019, -0.001], [-0.006, 0.007, -0.001], [-0.032, 0.015, 0.021], [0.062, -0.041, -0.013], [-0.003, 0.100, -0.022], [0.042, 0.041, 0.037], [-0.072, -0.055, -0.013], [0.152, -0.276, -0.124], [0.080, 0.135, 0.232], [-0.088, 0.036, 0.113], [0.043, 0.085, -0.172], [-0.453, 0.005, 0.192], [-0.014, 0.277, 0.104], [-0.048, 0.035, 0.075], [0.021, 0.015, 0.024], [-0.009, -0.002, 0.032]],
  "mulliken_spin": [3.5170, 0.0081, 0.0011, 0.0018, 0.0000, -0.0001, -0.0001, 0.0001, -0.0001, 0.0000, -0.0052, 0.0053, -0.1008, 0.0072, -0.0002, -0.0009, -0.0001, -0.0009, -0.0001, 0.0002, 0.0000, 0.0000, 0.0000, 0.0000, -0.0001, 0.0000, 0.0000, 0.0075, 0.0349, 0.0021, 0.0028, -0.0055, -0.0011, 0.0004, -0.0005, 0.0001, 0.0010, -0.0020, 0.0065, -0.0041, -0.0012, 0.0012, -0.0007, -0.0011, 0.0108, 0.0000, 0.0000, 0.0000, 0.0000, -0.0005, 0.0057, 0.0331, -0.0893, -0.0403, -0.0010, 0.0084, -0.0008, 0.0010, -0.0064, -0.0001, 0.0019, 0.0145, 0.0002, 0.0000, -0.0001, 0.0003, -0.0062, -0.0001, 0.0004, -0.0139, -0.0347, 0.0150, -0.1059, -0.2370, -0.0447, 0.0040, 0.0063, 0.0067],
  "multiplicity": 4,
  "relative_energy_kcal_mol": 13.1,
  "s2": 3.947,
  "charge": 1,
  "total_energy_ha": -6377.83565
}